[1]
The following is a quantum chemistry calculation of a 2-piece molecular cluster, C5H10BrN overall at a distorted geometry, from the OMol25 dataset.

Summary:
- Frontier orbital gap: 9.074 eV
- Relative energy (zero: lowest compared OMol25 entry of this formula, charge and spin): 236.5 kJ/mol
- Highest occupied orbital energy: -8.214 eV

```
! RIJCOSX wB97M-V def2-TZVPD def2/J DEFGRID3
* xyz 0 1
C -0.3050 -0.6367 0.6620
C 1.8561 0.4417 0.5802
C 0.1868 1.0808 -1.1904
C -2.1791 -1.1540 -0.2912
C 0.3359 0.6227 0.1799
N -0.0460 -1.6891 1.2784
Br -3.0840 0.4381 -0.0833
H 2.5186 1.2974 0.2841
H 2.2912 -0.4076 0.0926
H 1.9595 0.3398 1.7108
H 1.0427 0.7993 -1.7992
H -0.7055 0.6039 -1.6126
H 0.0700 2.1377 -1.3377
H -2.5807 -2.0598 0.1998
H -2.1189 -1.6089 -1.3624
H -0.0898 1.4033 0.8041
H 0.8482 -1.6085 1.8850
*
```

Mulliken population analysis, charges in e, atoms 1 to 6: number 1, C, carries 0.119; number 2, C, carries -1.693; number 3, C, carries -1.235; number 4, C, carries -0.694; number 5, C, carries 0.942; number 6, N, carries -0.590

[2]
The following is a quantum chemistry calculation of a 2-piece molecular cluster, C6H13N3 overall at a distorted geometry, from the OMol25 dataset.

Summary:
- Frontier orbital gap: 9.696 eV
- Relative energy (zero: lowest compared OMol25 entry of this formula, charge and spin): 429.3 kJ/mol
- Highest occupied orbital energy: -8.824 eV

```
! RIJCOSX wB97M-V def2-TZVPD def2/J DEFGRID3
* xyz 0 1
C -0.2317 0.7019 -0.0406
C -0.1927 -0.6385 -0.0493
C -0.1660 1.3936 1.2817
C -0.0006 1.6233 -1.2790
C -0.1649 -1.4751 -1.2384
C -0.2430 -1.4584 1.2080
N 4.4729 0.5670 0.0610
N 3.5179 -0.0176 0.0007
N 2.5093 -0.6278 0.0019
H 0.2214 2.4638 1.1427
H 0.5052 0.8388 2.0899
H -1.2607 1.4158 1.8026
H -0.8506 1.4396 -2.0885
H 0.8833 1.2804 -1.6080
H -0.0493 2.6324 -1.0611
H -0.9849 -1.0357 -1.9892
H -0.4620 -2.5404 -1.0313
H 0.8546 -1.4731 -1.6191
H 0.0280 -1.0379 2.2326
H 0.5872 -2.2507 1.2228
H -1.2843 -1.9147 1.4162
H 1.6484 -0.3495 0.4404
*
```

Mulliken population analysis, charges in e, atoms 1 to 6: number 1, C, carries 1.003; number 2, C, carries 0.500; number 3, C, carries -1.201; number 4, C, carries -1.519; number 5, C, carries -1.237; number 6, C, carries -1.327

[3]
The following is a quantum chemistry calculation of a 2-piece molecular cluster, C5H6ClFO overall at a distorted geometry, from the OMol25 dataset.

Summary:
- Frontier orbital gap: 9.722 eV
- Relative energy (zero: lowest compared OMol25 entry of this formula, charge and spin): 570.2 kJ/mol
- Highest occupied orbital energy: -10.127 eV

```
! RIJCOSX wB97M-V def2-TZVPD def2/J DEFGRID3
* xyz 0 1
C -0.1576 -0.5853 0.2740
C 1.3076 -0.1977 -0.0773
C 1.9175 -0.9994 -0.9893
C -1.3221 0.4653 0.0339
C -1.0791 1.7567 -0.0503
H -0.9942 -0.0611 2.0584
H -0.5332 -1.4471 -0.3400
H 3.0852 -0.9427 -1.2798
H 1.3013 -1.9013 -1.3888
H -0.0663 2.3988 -0.1730
H -2.2520 2.1523 -0.2107
O -0.0946 -1.1442 1.6252
F 1.8858 0.9467 0.6233
Cl -2.9983 -0.4408 -0.1057
*
```

Mulliken population analysis, charges in e, atoms 1 to 6: number 1, C, carries 0.241; number 2, C, carries 0.360; number 3, C, carries -0.712; number 4, C, carries -0.233; number 5, C, carries -0.272; number 6, H, carries 0.430

[4]
The following is a quantum chemistry calculation of a 9-piece molecular cluster, C18H55FNO8S overall at a distorted geometry, from the OMol25 dataset.

Summary:
- Frontier orbital gap: 6.206 eV
- Highest occupied orbital energy: -11.788 eV

```
! RIJCOSX wB97M-V def2-TZVPD def2/J DEFGRID3
* xyz 1 1
C -0.1236 1.2673 1.2423
C 0.9571 1.5163 0.1305
N 2.2959 1.9323 0.6920
S 3.4251 2.2839 -0.5438
F 2.9210 1.6610 -1.9739
H 0.0922 0.3558 1.8489
H -1.1021 1.1446 0.7138
H -0.1938 2.1018 1.9782
H 0.5551 2.2670 -0.5951
H 1.1306 0.5471 -0.4078
H 2.7145 1.1058 1.1449
H 3.3698 3.6763 -0.6561
C -2.9955 0.1030 4.8450
C -1.6902 -0.4206 4.2828
O -0.8839 0.6610 3.8004
H -3.5471 0.6531 4.0801
H -3.6182 -0.7160 5.2087
H -2.8131 0.7977 5.6696
H -1.8797 -1.0938 3.4501
H -1.1285 -0.9650 5.0448
H -0.7115 1.2492 4.5435
C -0.8491 -5.0401 2.8259
C -0.9648 -3.5586 3.1254
O -1.7793 -3.3396 4.2749
H -1.8357 -5.4748 2.6568
H -0.2327 -5.2142 1.9421
H -0.4066 -5.5722 3.6716
H -1.4270 -3.0349 2.2860
H 0.0237 -3.1197 3.3054
H -1.3651 -3.7947 5.0147
C 2.9561 7.2635 -0.6192
C 3.5544 6.9400 0.7367
O 2.5612 6.3752 1.5947
H 2.1245 7.9624 -0.5126
H 3.7029 7.7024 -1.2798
H 2.5553 6.3591 -1.0929
H 3.9322 7.8440 1.2136
H 4.3831 6.2307 0.6381
H 2.2338 5.5742 1.1780
C -3.2638 -8.8441 1.1630
C -2.2362 -8.0135 0.4186
O -0.9877 -8.0259 1.1062
H -3.4042 -8.4607 2.1756
H -4.2253 -8.8328 0.6459
H -2.9288 -9.8803 1.2566
H -2.5646 -6.9757 0.3458
H -2.0852 -8.3996 -0.5946
H -0.6949 -8.9405 1.1609
C -4.3796 -2.7961 1.3543
C -4.5155 -1.3155 1.6555
O -5.3377 -1.1103 2.7979
H -5.3603 -3.2414 1.1790
H -3.7552 -2.9612 0.4726
H -3.9348 -3.3235 2.2034
H -4.9785 -0.7956 0.8159
H -3.5325 -0.8652 1.8416
H -4.9218 -1.5621 3.5388
C 0.8201 -1.1602 -3.4891
C 2.1513 -1.6571 -4.0205
O 2.9527 -0.5646 -4.4617
H 0.2824 -0.6057 -4.2602
H 0.1972 -1.9924 -3.1548
H 0.9713 -0.4741 -2.6485
H 1.9994 -2.3224 -4.8700
H 2.6981 -2.2055 -3.2461
H 3.0922 0.0145 -3.7066
C 6.9580 7.9351 -2.7120
C 6.9456 6.5710 -2.0513
O 5.6020 6.1366 -1.8238
H 6.4410 8.6670 -2.0882
H 7.9798 8.2774 -2.8822
H 6.4344 7.9051 -3.6713
H 7.4500 6.6098 -1.0855
H 7.4548 5.8318 -2.6772
H 5.1630 6.0948 -2.6796
C -2.6285 0.4042 -4.7620
C -3.2236 -0.9330 -5.1604
O -4.1308 -1.3933 -4.1642
H -2.1063 0.3197 -3.8059
H -1.9251 0.7598 -5.5183
H -3.4131 1.1542 -4.6326
H -2.4395 -1.6836 -5.2674
H -3.7564 -0.8530 -6.1130
H -4.8278 -0.7358 -4.0784
*
```

Mulliken population analysis, charges in e, atoms 1 to 6: number 1, C, carries -1.149; number 2, C, carries -0.253; number 3, N, carries -0.284; number 4, S, carries 0.453; number 5, F, carries -0.142; number 6, H, carries 0.243

[5]
The following is a quantum chemistry calculation of a 2-piece molecular cluster, C5H11FN2O6 overall at a distorted geometry, from the OMol25 dataset.

Summary:
- Frontier orbital gap: 10.920 eV
- Structure (SMILES): O=C(OCCF)OCOO.NC(N)=O
- Highest occupied orbital energy: -10.310 eV

```
! RIJCOSX wB97M-V def2-TZVPD def2/J DEFGRID3
* xyz 0 1
O 1.8751 -0.5866 0.8787
C 2.0168 -0.6773 -0.3452
O 2.5370 -1.8091 -0.9937
C 1.9434 -3.0340 -0.5074
C 0.3963 -3.2104 -0.8541
F -0.4532 -3.0822 0.3001
O 1.7020 0.4233 -1.1919
C 0.2928 0.7323 -1.1311
O -0.3930 -0.1305 -2.0688
O -0.6360 0.4978 -3.2611
H 2.4914 -3.8867 -1.0487
H 2.0824 -3.2277 0.6032
H 0.2500 -4.2881 -1.2279
H 0.0399 -2.5409 -1.7045
H 0.0911 1.8101 -1.4596
H -0.1489 0.5202 -0.1010
H -1.4273 1.0672 -3.1012
C -1.5664 2.8259 1.6542
O -1.5286 3.1739 0.4826
N -2.4422 1.8963 2.1132
N -0.7360 3.3389 2.5960
H -2.4893 1.5968 3.0697
H -3.0752 1.4923 1.4434
H -0.0716 4.0315 2.2934
H -0.7504 3.0671 3.5617
*
```

Mulliken population analysis, charges in e, atoms 1 to 6: number 1, O, carries -0.514; number 2, C, carries 0.687; number 3, O, carries -0.321; number 4, C, carries -0.346; number 5, C, carries -0.126; number 6, F, carries -0.305